[1]
Below is a molecular structure, C9H26Al2BClF4Li2N2O11P2, with properties calculated with ωB97M-V/def2-TZVPD.

```
60
Properties=species:S:1:pos:R:3:nbo_charge:R:1
C -2.28800 -3.21806 0.56832 -0.7349
C -2.20711 -1.68888 1.15616 -0.0681
O -3.50133 -1.00221 1.28905 -0.7293
B -4.04877 -0.62447 -0.05980 0.7265
O -3.52901 0.51374 -0.86937 -0.9470
P -5.54930 -1.73028 -0.64383 -0.4335
P -7.12718 -1.21318 0.83561 0.6998
O -8.67159 -1.81541 0.30216 -1.1093
Cl -6.65922 -2.24051 2.68469 -0.1923
H -2.82327 -3.99082 1.28992 0.2834
H -2.76690 -3.31464 -0.49905 0.2000
H -1.16140 -3.59466 0.44976 0.2740
H -1.52459 -1.00393 0.48071 0.0255
H -1.75347 -1.75071 2.25858 0.3073
H -3.38767 0.17554 -1.81853 0.5003
H -5.96118 -1.37750 -1.97826 0.0137
H -8.44386 -2.41190 -0.49449 0.5238
Li -5.27159 -3.45300 -2.28009 0.9284
O -5.16476 0.27957 3.73156 -1.0271
H -4.77842 -0.05224 2.94159 0.3829
Al -1.67159 -1.11634 -1.07343 0.7885
C 1.33233 0.56538 1.02253 0.5435
O 0.32995 -0.13322 0.94133 -0.7382
N 1.34372 1.94082 1.11728 -0.3870
C 2.57589 2.69558 1.20986 -0.4104
C 0.08389 2.65462 1.12458 -0.4199
H 2.34258 0.12368 1.02558 0.1335
H 2.57390 3.26252 2.14524 0.2625
H 2.63288 3.38492 0.36254 0.2026
H 3.44615 2.03382 1.19318 0.2197
H -0.51500 2.31082 1.97325 0.2218
H -0.45633 2.43260 0.19944 0.1903
H 0.25094 3.73242 1.20409 0.2331
F 3.92663 5.95530 5.03927 -0.7961
Al 4.92840 4.72909 4.18110 2.2021
F 6.63111 5.30762 4.08228 -0.7931
F 4.28096 4.48180 2.51885 -0.8064
F 4.87495 3.17177 5.08409 -0.7983
C 1.71261 -4.11788 -4.26900 -0.7192
C 1.36314 -3.09459 -3.22455 0.6870
O 0.42163 -3.24839 -2.44953 -0.6735
N 2.12552 -1.96689 -3.14954 -0.5995
C 3.26316 -1.60221 -3.96079 -0.4159
H 1.01564 -4.95834 -4.20420 0.2415
H 1.63094 -3.67807 -5.26659 0.2329
H 2.72472 -4.49512 -4.10010 0.2409
H 1.82772 -1.32707 -2.42209 0.4034
H 4.12100 -1.46532 -3.29823 0.2146
H 3.03612 -0.65486 -4.45528 0.2059
H 3.49872 -2.35763 -4.71088 0.2147
C 8.48529 6.16256 1.36512 0.8883
O 7.45021 6.01302 0.73416 -0.4417
O 9.08806 5.26701 1.96780 -0.2998
O 9.09007 7.23262 1.49865 -0.3200
O 11.96493 4.39288 1.29212 -0.7214
H 11.09188 4.58917 1.57964 0.4189
O -8.52730 -4.67475 -2.39996 -0.9643
H -9.38935 -4.25505 -2.54018 0.4828
H -8.69813 -5.33641 -1.71293 0.4869
Li -9.58935 -0.44435 1.03065 0.9652
```

Computed properties:
2S+1: 1
HOMO in eV: -5.45
E_LUMO in eV: -4.61

[2]
Below is a molecular structure, C9H26BCdCl2F4N2O3PS, with properties calculated with ωB97M-V/def2-TZVPD.

```
50
Properties=species:S:1:pos:R:3:nbo_charge:R:1
Cd 1.07070 -0.02862 -1.41862 1.7135
N 3.58334 2.83555 0.88112 -0.6725
C 3.00707 1.88709 1.90702 -0.6168
P 3.21795 0.17022 1.35918 2.1577
O 4.58436 -0.30356 1.74801 -1.1035
O 2.75339 0.10377 -0.08266 -1.2422
C 2.16064 -0.88453 2.44562 -0.6172
N 3.11478 -1.90401 3.06218 -0.6918
H 3.17101 2.68957 -0.06543 0.4864
H 4.58660 2.72004 0.79447 0.4489
H 3.40877 3.79921 1.12974 0.4521
H 1.95839 2.13509 2.05040 0.2709
H 3.55946 2.02576 2.83195 0.2631
H 1.40290 -1.38636 1.85578 0.2590
H 1.67494 -0.31894 3.23782 0.2577
H 4.07285 -1.59565 2.75352 0.4892
H 2.95888 -2.84732 2.72602 0.4419
H 3.07501 -1.92299 4.07412 0.4444
F -0.11077 1.83992 -2.32066 -0.5822
B 0.55572 2.78140 -1.46830 1.3371
F 1.97226 2.62711 -1.79758 -0.5903
F 0.10990 4.05633 -1.60914 -0.5090
F 0.40806 2.26873 -0.11974 -0.5937
C -3.64223 2.67886 -0.63312 -0.6176
C -4.14910 1.23940 -0.77412 -0.4160
C -3.06140 0.26732 -1.25436 -0.5931
S -1.91923 -0.07468 0.07667 1.2243
O -0.71417 -0.82137 -0.58300 -1.1366
C -2.83691 -1.33864 0.99289 -0.5851
C -2.51691 -2.79419 0.64473 -0.4101
C -3.21860 -3.32405 -0.60775 -0.6156
H -4.42704 3.33092 -0.24675 0.2384
H -3.32824 3.07564 -1.60363 0.2227
H -2.78947 2.74940 0.04955 0.2045
H -4.95917 1.19498 -1.49770 0.2437
H -4.57410 0.89574 0.17411 0.2057
H -2.43863 0.72816 -2.02545 0.2576
H -3.44439 -0.68828 -1.61667 0.2474
H -3.89046 -1.09974 0.81365 0.2523
H -2.62363 -1.12186 2.03908 0.2407
H -2.80794 -3.38509 1.51520 0.2316
H -1.43899 -2.91355 0.52690 0.2105
H -4.30059 -3.15872 -0.55869 0.2184
H -3.05700 -4.39917 -0.71058 0.2364
H -2.83621 -2.85188 -1.51767 0.2034
Cl 2.13322 -0.17072 -3.77071 0.0015
C 2.65667 -1.87400 -3.52950 -0.3615
Cl 1.76641 -2.58500 -2.14151 -0.0178
H 3.70691 -1.87794 -3.31678 0.2510
H 2.41498 -2.42931 -4.41959 0.2608
```

Computed properties:
2S+1: 1
Charge: +2
HOMO in eV: -15.26
E_LUMO in eV: -5.58

[3]
Below is a molecular structure, C9H26ClI2IrN2P2S, with properties calculated with ωB97M-V/def2-TZVPD.

```
44
Properties=species:S:1:pos:R:3:nbo_charge:R:1
I 1.47114 1.70469 0.98258 0.2497
I 1.36241 -1.12891 1.18459 0.2003
Ir -0.87159 -0.32669 -3.60642 0.5887
P -2.23685 0.02623 -1.98309 1.1024
C -3.13800 0.02614 -0.34716 -0.9168
C -3.08492 1.27723 -3.09435 -0.9395
H -4.11950 0.95103 -3.28909 0.2764
H -3.75233 -1.54665 -3.09438 0.2977
H -2.51040 1.48926 -4.03427 0.2757
H -2.07366 -1.96748 -3.68831 0.3097
H -2.93994 0.97440 0.19582 0.2722
H -3.04240 2.13127 -2.39313 0.2641
C -2.69054 -1.58793 -2.81731 -0.9879
H -4.22912 -0.10905 -0.44586 0.2908
H -2.52845 -2.24488 -1.95272 0.2737
H -2.72694 -0.81841 0.24405 0.2651
P 2.01796 0.15396 -1.62525 0.6526
C 3.69495 0.28488 -0.64972 -0.8924
C 2.61525 -1.31387 -2.55523 -0.9446
H 2.18243 1.19795 -3.90107 0.2404
H 3.76313 0.91894 -3.06433 0.2233
H 2.74697 2.32955 -2.58032 0.2306
C 2.73103 1.29199 -2.94593 -0.9199
H 2.09085 -1.35970 -3.51556 0.2406
H 3.68399 -1.14978 -2.70327 0.2282
H 4.52225 -0.01977 -1.33907 0.2498
H 3.67764 -0.36043 0.24467 0.2031
H 2.43832 -2.19764 -1.94965 0.2240
H 3.83151 1.34364 -0.33499 0.2255
Cl 0.67324 -0.38660 -5.25611 -0.3732
C 0.49518 1.60946 5.15786 -0.4188
N 0.44584 1.05695 3.80579 -0.5912
C -0.56259 0.30901 3.30765 0.3479
S -0.99018 0.67292 1.70209 0.0240
N -1.29952 -0.68053 3.97006 -0.5690
C -0.66027 -1.79139 4.70613 -0.4288
H -0.31465 1.06419 5.65242 0.2229
H 0.33516 2.68947 5.22368 0.2392
H 1.49748 1.38975 5.56517 0.2323
H 1.18910 1.38187 3.16722 0.4151
H -2.09289 -1.00686 3.34089 0.4176
H -1.16691 -1.89152 5.67009 0.2384
H -0.85196 -2.74861 4.18652 0.2292
H 0.41780 -1.63804 4.85929 0.2308
```

Computed properties:
2S+1: 5
Charge: +2
HOMO (alpha / beta) in eV: -13.98 / -13.87
E_LUMO (alpha / beta) in eV: -8.43 / -9.21

[4]
Below is a molecular structure, C9H26InN2O3, with properties calculated with ωB97M-V/def2-TZVPD.

```
41
Properties=species:S:1:pos:R:3:nbo_charge:R:1
In -0.44720 -0.26280 -1.45704 0.9966
C 4.36337 -6.17323 0.55591 -0.5994
C 3.15571 -5.40176 -0.03279 -0.0799
C 1.84940 -6.26389 -0.16294 -0.0910
O 0.91009 -5.68451 -1.02618 -0.3704
C -0.17270 -6.49393 -1.33938 -0.2743
N 2.87663 -4.29807 0.84778 -0.5586
H 5.36144 -5.74591 0.45915 0.2611
H 4.37331 -7.16367 0.10089 0.2632
H 4.22346 -6.24224 1.63469 0.2235
H 3.39485 -4.96593 -1.00282 0.2354
H 1.48124 -6.66721 0.78040 0.2188
H 2.22705 -7.12120 -0.72015 0.2211
H -0.67379 -6.80219 -0.42178 0.2147
H 0.06804 -7.21441 -2.12110 0.2418
H -0.82102 -5.79699 -1.87046 0.2124
H 3.70834 -3.72580 0.87727 0.3854
H 2.74042 -4.60499 1.80033 0.3857
C -3.78047 6.19404 1.78121 -0.6088
C -2.86003 5.01385 1.64608 -0.0928
C -2.61690 4.36767 3.03106 -0.0881
O -1.70441 3.24957 2.91585 -0.3657
C -1.03763 2.94357 4.11056 -0.2795
N -3.61589 4.10949 0.79209 -0.5663
H -4.76223 5.94563 2.18436 0.2306
H -3.97972 6.66364 0.81794 0.2434
H -3.38734 6.95101 2.45984 0.2694
H -1.88617 5.34383 1.28441 0.2377
H -3.49511 4.05532 3.59611 0.2235
H -2.09491 5.03906 3.71287 0.2269
H -0.43386 3.81396 4.36745 0.2276
H -0.22662 2.24058 3.92033 0.2129
H -1.80139 2.52433 4.76554 0.2269
H -4.47298 4.01036 1.31715 0.3743
H -4.00255 4.63002 0.01773 0.3889
C 1.52453 3.79068 -6.71020 -0.2708
O 0.49097 3.71479 -5.79349 -0.5907
H 1.67382 2.96145 -7.40171 0.2204
H 1.35474 4.69347 -7.29692 0.1874
H 2.51646 3.92380 -6.27839 0.2141
H -0.02084 4.44853 -6.14174 0.4925
```

Computed properties:
2S+1: 1
Charge: +3
HOMO in eV: -16.44
E_LUMO in eV: -15.11

- Which formula does entry 3 have?
  C9H26ClI2IrN2P2S